Entry 1:
17
Properties=species:S:1:pos:R:3:forces:R:3:nbo_charge:R:1 method="wB97M-V/def2-TZVPD" lumo_energy_ev=0.4822 homo_ev=-8.6478 mol_weight_g_mol=152.16 smiles="CC[P@](O)(=S)C(C)=O" max_force_ev_per_a=3.28
C 2.388 0.071 -0.736 -0.8 0.2 3.2 -0.620
C 0.910 0.700 -0.677 2.3 -1.7 0.0 -0.772
P -0.212 -0.539 0.068 -0.3 0.9 -0.8 1.421
O 0.030 -0.334 1.644 0.4 -1.2 1.4 -1.014
S -0.062 -2.356 -0.582 0.0 0.0 0.2 -0.599
C -1.965 0.199 -0.518 1.9 -0.7 1.5 0.398
C -3.120 -0.389 0.240 -1.1 0.1 -2.2 -0.761
O -1.850 0.989 -1.402 -1.0 0.2 -0.2 -0.507
H 2.774 0.187 0.389 -0.2 0.1 -2.6 0.198
H 2.222 -1.010 -0.776 0.5 0.1 -0.7 0.228
H 3.090 0.455 -1.513 -0.8 -0.2 0.8 0.230
H 0.562 0.757 -1.663 -0.6 0.3 -1.5 0.245
H 0.967 1.691 -0.266 -0.5 0.3 0.5 0.246
H 0.386 -1.121 2.164 -0.8 1.3 -1.3 0.532
H -3.004 -1.536 0.138 -1.0 1.9 0.0 0.281
H -3.027 -0.130 1.231 1.2 0.1 2.7 0.246
H -4.076 0.233 0.119 0.8 -1.7 -1.1 0.248

Entry 2:
14
Properties=species:S:1:pos:R:3:forces:R:3:nbo_charge:R:1 method="wB97M-V/def2-TZVPD" lumo_energy_ev=0.6076 homo_ev=-8.5098 mol_weight_g_mol=117.17 smiles="OC(=S)[C@@H]1CCN1" max_force_ev_per_a=3.34
O 0.949 -0.719 1.921 -0.8 0.2 0.8 -0.646
C -0.338 -0.509 1.715 -1.3 -0.4 -0.4 0.250
S -1.640 -1.231 2.462 1.5 0.7 -0.5 -0.117
C -0.548 0.345 0.438 -0.1 2.6 0.0 -0.160
C -0.696 -0.511 -0.799 0.4 -0.8 -2.2 -0.396
C 0.619 0.163 -1.454 -2.5 1.9 1.1 -0.217
N 0.764 0.771 -0.096 0.9 -1.4 0.2 -0.652
H 1.369 -0.038 1.328 0.4 -0.3 -0.4 0.502
H -1.250 1.278 0.538 0.9 -2.2 0.1 0.226
H -1.601 -0.381 -1.447 0.7 -0.6 0.9 0.234
H -0.414 -1.521 -0.488 -0.8 -0.2 -0.6 0.230
H 1.509 -0.349 -1.768 0.0 -0.7 -0.2 0.202
H 0.328 0.985 -2.200 0.5 -1.3 0.8 0.175
H 0.949 1.715 -0.150 0.3 2.5 0.3 0.371

Entry 3:
30
Properties=species:S:1:pos:R:3:forces:R:3:nbo_charge:R:1 method="wB97M-V/def2-TZVPD" lumo_energy_ev=-7.9635 homo_ev=-9.1152 mol_weight_g_mol=307.03 charge=+1 max_force_ev_per_a=2.76
In -1.152 7.412 16.858 -0.1 0.0 0.0 0.999
C -2.587 13.321 12.241 0.0 -0.7 0.1 -0.611
C -1.368 13.431 13.152 -0.4 -1.7 1.5 -0.114
O -1.440 12.591 14.254 0.3 1.2 -1.7 -0.391
H -3.495 13.585 12.782 0.1 0.4 -0.3 0.224
H -2.697 12.267 11.985 0.0 0.0 -0.2 0.215
H -2.379 13.894 11.338 -0.4 0.2 0.1 0.225
H -1.454 14.446 13.540 0.0 0.9 0.6 0.260
H -0.424 13.420 12.607 0.3 -0.3 0.1 0.174
C -1.954 0.842 22.168 0.3 0.5 -0.6 -0.646
C -2.480 2.282 21.996 1.9 0.0 -1.4 -0.128
O -1.820 3.120 21.097 -1.3 -1.6 1.8 -0.363
H -2.685 0.150 22.586 0.0 0.3 0.3 0.223
H -1.045 0.860 22.770 -0.1 -0.1 0.1 0.225
H -1.682 0.432 21.196 0.0 0.1 -0.1 0.224
H -2.679 2.750 22.960 0.2 0.7 0.5 0.223
H -3.522 2.217 21.685 -1.0 0.1 -0.7 0.262
C -11.259 3.239 14.445 -0.7 0.0 0.6 -0.618
C -10.216 2.720 15.386 -0.3 -0.4 -0.9 0.063
C -9.254 1.746 14.747 0.4 -0.4 -0.7 -0.096
O -7.986 2.216 15.181 0.7 -0.9 0.5 -0.498
C -8.079 3.459 15.698 0.3 -1.5 -0.5 0.982
O -7.108 4.063 16.028 -0.6 0.7 0.2 -0.593
O -9.373 3.777 15.730 0.7 2.4 1.1 -0.490
H -12.043 2.484 14.398 -0.1 0.1 -0.5 0.222
H -10.857 3.494 13.465 -0.1 -0.1 0.1 0.219
H -11.698 4.120 14.913 -0.1 0.1 -0.2 0.231
H -10.662 2.327 16.300 0.0 -0.1 0.0 0.189
H -9.160 1.794 13.662 -0.7 0.2 -0.2 0.186
H -9.464 0.704 14.989 0.4 0.1 0.4 0.204

Entry 4:
38
Properties=species:S:1:pos:R:3:forces:R:3:nbo_charge:R:1 method="wB97M-V/def2-TZVPD" lumo_energy_ev=0.6059 homo_ev=-8.0640 mol_weight_g_mol=306.29 smiles="[H]/N=C(/NCC(F)(F)F)Nc1ccn(CCCCC(N)=O)n1" max_force_ev_per_a=3.90
H 2.812 3.647 3.179 -0.4 -0.5 -0.2 0.343
N 3.022 2.669 3.375 0.6 -0.3 0.4 -0.793
C 2.383 1.761 2.726 2.0 0.7 2.8 0.585
N 2.705 0.436 3.043 -1.4 -1.0 0.3 -0.620
C 3.026 0.051 4.475 0.7 0.5 -1.1 -0.295
C 2.374 -1.276 4.891 0.9 1.2 -1.1 0.966
F 2.666 -2.229 3.969 -0.5 0.0 0.4 -0.333
F 1.035 -1.096 4.916 0.3 -0.8 0.5 -0.326
F 2.861 -1.704 6.073 -0.8 0.2 -0.5 -0.314
N 1.512 2.083 1.762 -0.5 0.0 -0.5 -0.606
C 0.471 1.367 1.250 -1.0 -2.2 0.7 0.303
C -0.164 0.136 1.673 1.4 0.0 1.7 -0.403
C -1.021 -0.224 0.670 1.3 1.5 -0.1 -0.023
N -0.871 0.757 -0.272 -1.5 -0.2 0.6 -0.173
C -1.398 0.689 -1.630 1.1 0.1 0.3 -0.207
C -0.307 0.064 -2.547 -1.3 0.6 -0.5 -0.403
C -0.831 -0.017 -4.004 -0.3 -0.9 0.1 -0.393
C -1.725 -1.270 -4.308 -0.7 0.4 -0.1 -0.502
C -3.239 -1.122 -4.048 -0.7 0.7 1.4 0.671
N -4.124 -2.167 -3.897 2.9 -2.3 -1.1 -0.826
O -3.721 -0.049 -3.761 0.4 1.5 -0.4 -0.626
N -0.049 1.761 0.142 -0.4 -0.4 -2.6 -0.307
H 2.148 -0.251 2.514 0.6 0.4 0.6 0.398
H 2.706 0.850 5.150 0.0 -0.1 -0.2 0.245
H 4.129 -0.047 4.577 -0.7 0.0 0.0 0.223
H 1.730 2.953 1.322 -0.3 0.3 -0.3 0.417
H 0.056 -0.407 2.612 -0.4 0.4 -0.8 0.232
H -1.639 -1.102 0.640 -0.2 0.1 -0.5 0.228
H -1.627 1.702 -1.976 0.0 -0.2 0.1 0.224
H -2.321 0.131 -1.570 -0.2 -0.2 -0.2 0.217
H 0.025 -0.950 -2.202 -0.2 1.0 -0.1 0.204
H 0.519 0.797 -2.544 0.0 -0.6 0.2 0.222
H -1.314 0.907 -4.370 0.1 -0.4 0.4 0.231
H 0.054 -0.167 -4.607 0.2 0.0 -0.4 0.208
H -1.397 -2.118 -3.727 0.3 -0.4 0.2 0.216
H -1.582 -1.529 -5.353 -0.1 -0.2 -0.2 0.231
H -3.820 -3.097 -4.230 -0.7 0.8 0.3 0.380
H -5.084 -1.938 -3.912 -0.8 0.2 0.0 0.407

Entry 5:
120
Properties=species:S:1:pos:R:3:forces:R:3:lowdin_charge:R:1 method="wB97M-V/def2-TZVPD" lumo_energy_ev=-5.7798 homo_ev=-6.9415 mol_weight_g_mol=1575.59 charge=+1 max_force_ev_per_a=11.62
C 1.648 0.859 2.470 1.5 -2.8 -2.2 -0.418
C 1.736 0.220 1.063 0.7 0.2 0.8 -0.194
C 0.369 -0.126 0.483 -1.0 1.7 0.5 -0.291
N 0.325 -1.322 -0.335 1.0 0.3 0.0 -0.080
S 1.607 -2.229 -0.844 0.4 -2.8 0.3 0.757
O 2.277 -2.843 0.255 0.6 1.1 0.7 -0.216
O 1.054 -3.196 -1.742 -0.8 0.6 -0.8 -0.231
C 2.891 -1.354 -1.859 0.0 0.7 -0.8 -0.455
F 3.388 -0.276 -1.299 0.1 0.0 0.5 0.136
F 2.280 -0.972 -2.994 -0.2 -0.3 -0.2 0.077
C 4.088 -2.321 -2.229 0.4 0.5 0.8 -0.379
F 5.099 -1.970 -1.437 0.2 0.1 0.1 0.189
F 3.843 -3.611 -1.994 -0.4 -0.3 -0.3 0.161
C 4.580 -2.121 -3.688 0.6 -0.8 -0.3 -0.348
F 4.788 -0.838 -3.958 -0.4 0.4 0.1 0.196
F 5.784 -2.716 -3.731 0.1 -0.3 0.1 0.168
C 3.698 -2.808 -4.796 0.1 1.0 -0.6 -0.550
F 2.558 -3.284 -4.311 -0.2 -0.3 0.2 0.175
F 3.396 -1.897 -5.719 -0.1 0.2 -0.1 0.186
F 4.367 -3.770 -5.400 0.0 -0.5 0.1 0.203
C -0.965 -1.745 -0.615 -1.1 0.2 -0.4 -0.296
N -1.422 -2.865 -0.145 0.6 -0.1 0.7 0.188
C -2.819 -3.392 -0.446 -0.5 -1.6 -1.3 -0.683
O -3.776 -2.991 0.211 -0.1 0.8 0.5 0.015
O -2.785 -4.211 -1.360 0.4 0.1 0.4 0.047
C -0.570 -3.647 0.724 -0.9 0.7 -0.5 -0.250
C -0.181 -4.901 0.332 0.5 -0.9 0.4 0.052
C 0.687 -5.571 1.181 -0.4 0.7 -0.1 0.015
C 1.077 -4.907 2.333 0.5 -0.1 0.9 -0.167
C 0.587 -3.636 2.643 -0.1 -0.8 -1.3 -0.277
N -0.243 -3.019 1.828 0.0 0.4 0.5 0.190
N -1.783 -0.909 -1.306 0.5 -0.2 0.2 -0.098
P -2.239 -1.315 -2.930 -0.6 2.4 -1.8 1.032
C -1.031 -2.203 -3.924 0.2 -1.0 1.1 -0.233
C -3.851 -2.137 -2.927 0.0 -0.9 0.9 -0.274
C -1.789 0.524 -0.898 0.1 1.1 0.1 -0.372
C -2.131 1.485 -2.052 -0.9 -0.1 -0.3 -0.199
C -3.616 1.574 -2.430 0.5 0.2 0.1 -0.227
F -3.709 1.956 -3.740 -0.1 -0.1 -0.3 -0.005
C -2.996 0.703 0.104 0.6 0.0 0.6 -0.092
C -2.834 0.178 1.504 -0.4 1.0 -0.5 -0.712
O -2.580 -0.896 1.838 0.7 -1.8 0.6 0.087
Br -3.219 1.473 3.016 -0.1 0.3 -0.2 0.637
C -0.416 1.020 -0.298 0.9 -0.3 -0.5 -0.515
Br 0.804 1.415 -1.797 -0.3 0.0 -0.2 1.099
C -0.605 2.309 0.534 1.6 -0.4 0.3 -0.202
C 0.590 3.335 0.515 -0.7 0.6 1.2 -0.344
N 0.434 4.369 -0.480 0.4 -0.1 -0.4 -0.016
H 0.587 0.726 2.876 3.3 -3.3 -3.1 -0.161
H 2.335 0.360 3.200 -0.3 0.3 -0.6 0.108
H 1.965 1.946 2.443 0.2 -1.9 -0.8 -0.003
H 2.356 0.879 0.466 0.0 0.0 -0.4 0.065
H 2.361 -0.648 1.233 0.0 -0.4 -0.4 0.086
H -0.261 -0.312 1.357 -0.1 -0.5 0.1 0.118
H -0.522 -5.324 -0.594 -0.1 0.0 -0.3 0.136
H 1.069 -6.546 0.938 0.1 -0.2 0.0 0.132
H 1.784 -5.456 3.003 -0.3 -0.1 -0.9 -0.002
H 0.873 -3.058 3.555 -1.4 1.2 -2.2 -0.020
H -1.412 -2.111 -4.935 -0.1 0.1 -0.1 -0.032
H -0.069 -1.707 -3.890 0.1 0.2 0.0 0.033
H -0.922 -3.247 -3.650 0.1 -0.2 -0.1 0.046
H -4.631 -1.530 -3.370 0.1 0.3 -0.4 0.033
H -3.807 -3.133 -3.352 -0.1 -0.1 -0.3 0.037
H -4.088 -2.292 -1.876 -0.3 0.2 0.0 -0.016
H -1.616 1.237 -2.970 0.3 -0.2 0.0 0.039
H -1.828 2.495 -1.800 0.3 0.1 0.2 0.118
H -4.104 2.349 -1.845 -0.3 0.0 0.2 0.124
H -4.139 0.629 -2.311 -0.2 -0.2 -0.1 0.082
H -3.786 0.089 -0.310 -0.4 0.0 0.0 0.128
H -3.304 1.732 0.184 -0.1 0.3 -0.2 0.100
H -0.736 1.953 1.565 -0.4 0.1 -0.6 -0.043
H -1.479 2.886 0.273 -0.3 0.0 -0.2 0.113
H 1.580 2.893 0.493 0.0 -0.4 -0.1 0.090
H 0.543 3.887 1.488 -0.1 -0.4 -0.3 0.048
H 1.181 4.302 -1.159 -0.1 0.0 -0.3 0.077
H 0.514 5.286 -0.054 0.3 -0.6 -0.4 -0.047
C -0.509 1.948 -5.519 0.3 -0.2 -0.6 -0.937
O -0.654 2.916 -4.767 0.0 0.2 0.3 0.123
O -0.390 0.747 -5.103 -0.1 -0.5 0.5 0.029
O -0.458 2.026 -6.779 -0.1 0.4 -0.1 0.138
Ca 1.683 -4.193 4.662 1.7 -1.0 3.5 1.106
N 5.258 0.663 0.835 0.1 0.0 -0.1 -0.624
O 4.598 -0.082 1.613 -0.3 -0.1 0.2 -0.097
O 4.725 1.713 0.401 -0.4 0.1 0.1 -0.078
O 6.400 0.356 0.506 0.0 0.0 0.0 -0.010
N -6.627 -3.227 -0.920 0.2 -0.2 -0.1 0.328
H -7.148 -3.670 -0.162 0.0 0.0 0.0 0.158
H -6.759 -2.216 -0.881 0.1 0.0 0.0 0.155
H -5.617 -3.445 -0.818 0.3 0.2 0.3 0.108
H -6.962 -3.580 -1.819 0.0 0.0 0.0 0.159
B -1.679 9.780 -2.295 -1.1 1.2 -1.3 -1.002
O -2.410 8.523 -2.657 0.7 -0.1 0.6 0.260
C -1.890 7.506 -2.026 -0.8 -0.4 -0.5 -0.432
O -2.218 6.357 -2.069 0.2 -0.1 0.3 0.155
C -0.737 8.044 -1.167 -0.8 0.5 -0.3 -0.371
O 0.022 7.332 -0.404 -0.2 -0.5 1.5 -0.261
O -0.601 9.267 -1.292 0.9 -0.5 0.5 0.336
F -2.486 10.657 -1.645 0.1 -0.2 0.4 0.219
F -1.060 10.328 -3.367 0.3 -0.3 0.1 0.225
O 1.643 -1.648 6.317 0.1 -0.5 -0.5 -0.396
S 1.921 -0.345 6.858 0.0 0.7 0.9 0.525
O 2.961 0.461 6.308 0.0 -0.2 -0.4 -0.249
O 2.088 -0.455 8.414 -0.2 -0.1 -0.2 -0.244
C 3.053 -1.408 8.943 0.6 -0.4 0.3 -0.225
C 4.479 -0.916 8.816 -0.1 0.2 -0.3 -0.060
C 0.439 0.608 6.857 -0.2 -0.1 0.2 -0.132
H 2.917 -2.376 8.459 -0.1 0.1 -0.1 0.108
H 2.790 -1.531 9.990 -0.2 0.2 0.0 0.128
H 4.791 -0.863 7.773 0.0 0.0 0.0 0.077
H 5.154 -1.593 9.338 -0.1 0.0 0.1 0.091
H 4.580 0.083 9.238 0.0 0.0 0.1 0.091
H -0.371 0.028 7.289 0.0 0.0 0.0 0.089
H 0.228 0.839 5.818 -0.1 -0.3 0.3 -0.060
H 0.602 1.523 7.421 0.1 0.0 0.0 0.091
O -2.470 -0.214 -6.505 -0.5 -1.0 -0.7 -0.287
H -2.488 -0.302 -7.475 0.2 1.0 -0.1 -0.038
H -1.559 0.096 -6.308 0.2 0.2 0.5 0.008
Mg -3.278 -2.238 -6.970 -0.2 -0.2 0.3 0.578
Br -1.058 6.511 1.057 0.2 1.0 -0.8 0.930
Cs 0.255 2.288 3.731 -4.7 8.2 6.8 1.415

Entry 6:
83
Properties=species:S:1:pos:R:3:forces:R:3:lowdin_spin:R:1 method="wB97M-V/def2-TZVPD" lumo_energy_ev="-3.6001 / -3.1917" multiplicity=2 homo_ev="-9.2440 / -9.2722" mol_weight_g_mol=568.60 charge=+1 max_force_ev_per_a=5.56
C -0.417 3.565 -2.537 0.5 0.9 0.0 -0.003
C -0.607 2.232 -2.081 -1.0 -1.5 0.1 0.005
N 0.259 1.732 -1.113 0.1 -1.3 -0.1 -0.004
C 1.334 2.447 -0.722 0.3 1.6 0.0 0.005
C 1.516 3.768 -1.124 0.8 -1.4 1.0 -0.003
C 0.624 4.327 -2.045 -1.3 -0.4 -0.8 0.004
C -1.634 1.378 -2.508 0.7 0.5 0.2 0.007
P -1.736 -0.305 -1.900 -1.4 1.6 -2.0 0.007
V -0.203 -0.069 -0.183 -0.5 2.7 4.0 1.164
P 2.131 -0.089 0.045 1.2 1.6 0.6 -0.005
C 2.269 1.754 0.240 0.0 0.0 0.2 0.009
C 0.173 -3.225 -0.555 -0.5 1.6 -0.4 -0.050
C -0.967 -3.995 -0.702 -0.1 -0.8 0.2 -0.005
C -0.873 -5.387 -0.510 0.1 0.4 -0.2 -0.003
C 0.371 -5.978 -0.263 0.0 0.2 0.1 0.002
C 1.524 -5.188 -0.224 -0.1 0.4 -0.2 -0.002
C 1.426 -3.796 -0.405 0.1 -0.3 0.2 -0.004
O -0.668 0.928 -6.588 0.7 0.2 0.8 0.000
O 2.069 -2.080 -5.612 -1.2 0.1 -0.6 0.000
H -1.128 3.933 -3.277 0.3 0.1 0.2 0.000
H 2.353 4.323 -0.701 -0.2 -0.1 -0.3 0.000
H 0.762 5.354 -2.379 -0.1 -0.2 0.0 0.000
C -3.487 -0.464 -1.377 0.1 -0.3 0.2 -0.002
C -1.610 -1.360 -3.384 0.2 -0.4 0.2 -0.004
H 3.311 2.041 0.049 -0.2 0.1 0.1 0.001
H 2.029 2.023 1.286 0.0 -0.1 -0.4 0.000
H -0.986 0.552 -7.396 -0.3 -0.3 -0.8 0.000
H -2.308 1.760 -3.275 0.0 -0.3 0.2 0.001
C 2.960 -0.707 1.533 0.1 -0.4 0.3 -0.003
C 3.335 -0.370 -1.288 -0.2 -0.4 -0.4 -0.002
H -1.929 -3.552 -0.981 0.3 -0.2 0.3 -0.001
H -1.775 -5.998 -0.562 0.3 0.1 -0.1 0.000
H 0.444 -7.056 -0.119 0.0 0.3 0.0 0.000
H 2.506 -5.635 -0.063 -0.3 0.0 -0.1 0.000
H 2.328 -3.177 -0.453 -0.3 -0.2 0.2 0.000
H 0.495 -1.147 -0.958 1.8 2.0 -2.6 -0.021
H 1.635 -2.709 -6.215 0.2 0.4 0.3 0.000
H 2.840 -2.537 -5.320 1.0 -0.5 0.3 0.000
H 0.298 0.848 -6.648 -0.4 0.0 0.1 0.000
H 0.102 -1.877 -0.716 -0.8 -5.4 0.7 -0.008
H -4.143 -0.195 -2.216 0.2 -0.1 0.2 0.000
H -3.686 -1.495 -1.053 -0.1 0.2 -0.1 0.000
H -3.674 0.217 -0.535 0.1 -0.2 -0.3 0.000
H -2.407 -1.086 -4.090 0.2 0.0 0.3 -0.001
H -0.637 -1.201 -3.871 -0.3 0.0 0.2 0.000
H -1.705 -2.415 -3.094 0.0 0.2 -0.2 0.000
H 4.157 0.352 -1.197 -0.2 -0.2 0.0 0.000
H 3.735 -1.391 -1.226 -0.1 0.2 -0.1 0.000
H 2.849 -0.240 -2.263 0.2 0.0 0.2 0.000
H 4.049 -0.601 1.436 -0.3 0.0 0.0 -0.001
H 2.623 -0.148 2.417 0.0 -0.1 -0.3 0.000
H 2.710 -1.766 1.675 0.1 0.2 0.0 0.000
C 1.658 2.900 4.735 0.2 0.0 0.2 0.000
C 0.692 2.685 3.603 -0.5 0.0 0.0 0.000
C 0.187 3.781 2.891 -0.1 0.0 -0.3 -0.003
C -0.745 3.629 1.857 0.2 -0.1 0.4 0.000
C -1.279 4.818 1.116 -0.2 0.3 -0.1 0.000
C -1.185 2.345 1.533 0.2 -0.8 0.5 -0.001
C -0.634 1.216 2.186 0.1 0.8 0.0 -0.003
C 0.258 1.403 3.271 0.0 0.1 -0.5 -0.003
N -0.894 -0.063 1.644 0.0 -0.4 -1.9 -0.068
C -1.417 -1.156 2.495 0.2 -0.1 0.2 -0.004
C -0.294 -2.122 2.852 0.2 -0.3 0.2 -0.002
C -2.069 -0.613 3.764 0.0 0.0 0.2 -0.001
C -2.482 -1.925 1.728 -0.3 -0.1 -0.2 0.000
H 2.431 3.630 4.457 -0.2 -0.2 0.1 0.000
H 1.148 3.290 5.630 0.1 -0.1 -0.3 0.000
H 2.148 1.960 5.012 -0.1 0.2 0.0 0.000
H 0.520 4.790 3.154 -0.1 -0.3 -0.1 0.000
H -2.085 5.316 1.677 0.2 -0.2 -0.1 0.000
H -0.489 5.561 0.947 -0.2 -0.2 0.0 0.000
H -1.681 4.523 0.139 0.1 0.1 0.2 0.000
H -1.996 2.185 0.810 0.5 0.1 0.1 0.001
H 0.624 0.537 3.832 0.0 0.4 -0.3 0.000
H 0.538 -1.604 3.343 -0.1 -0.1 0.0 0.000
H -0.686 -2.884 3.539 0.2 0.1 -0.2 0.000
H 0.094 -2.627 1.956 -0.1 0.1 0.2 0.001
H -2.882 0.077 3.508 0.2 0.0 0.1 0.000
H -2.492 -1.454 4.326 0.1 0.2 -0.1 0.000
H -1.348 -0.101 4.406 -0.3 -0.1 0.0 0.000
H -2.923 -2.681 2.388 0.1 0.1 -0.2 0.000
H -2.069 -2.451 0.858 0.0 0.2 0.2 0.001
H -3.284 -1.258 1.392 0.1 -0.1 0.1 0.000